The following is a DFT calculation (the ωB97M-V functional and the def2-TZVPD basis) of a molecular structure, C23H37N3O6Si3Zr.

Each line ends with the Löwdin charge.
Cartesian coordinates (Å):
Zr: 0.039 0.537 1.366  1.831
C: 2.393 -0.060 3.566  -0.051
O: 1.707 -0.346 2.316  -0.492
Si: 2.629 -0.561 0.763  0.411
C: 3.828 0.857 0.810  -0.130
C: 3.506 -2.184 0.940  -0.122
C: 1.118 -0.366 -0.316  -0.567
Si: 0.412 -2.116 -0.766  0.424
C: 1.572 -3.080 -1.864  -0.149
C: 0.115 -3.116 0.819  -0.171
C: -1.241 -2.055 -1.645  -0.158
Si: 1.507 0.707 -1.873  0.424
C: 3.095 0.160 -2.703  -0.153
C: 1.735 2.512 -1.365  -0.160
C: 0.150 0.564 -3.149  -0.154
H: 2.897 -0.964 3.900  0.109
H: 1.662 0.253 4.309  0.095
H: 3.107 0.745 3.410  0.095
H: 4.619 0.668 1.539  0.060
H: 3.356 1.811 1.054  0.045
H: 4.323 0.982 -0.154  0.039
H: 4.191 -2.111 1.789  0.057
H: 4.125 -2.368 0.059  0.060
H: 2.857 -3.045 1.087  0.037
H: 2.524 -3.329 -1.394  0.032
H: 1.775 -2.588 -2.814  0.032
H: 1.070 -4.025 -2.097  0.056
H: 0.660 -2.798 1.709  0.005
H: 0.417 -4.148 0.623  0.057
H: -0.949 -3.150 1.071  0.030
H: -1.146 -1.817 -2.703  0.036
H: -1.963 -1.364 -1.213  -0.005
H: -1.667 -3.061 -1.576  0.055
H: 3.996 0.323 -2.110  0.025
H: 3.209 0.766 -3.608  0.058
H: 3.086 -0.882 -3.020  0.028
H: 2.800 2.758 -1.360  0.046
H: 1.347 2.835 -0.395  0.004
H: 1.269 3.150 -2.120  0.044
H: 0.250 -0.345 -3.745  0.044
H: 0.263 1.409 -3.835  0.056
H: -0.862 0.596 -2.747  0.010
O: -3.887 3.961 -4.648  0.158
C: -2.741 3.838 -3.970  -0.477
O: -1.738 4.386 -4.317  0.158
C: -2.742 2.971 -2.735  -0.106
C: -3.493 1.807 -2.625  0.016
C: -3.331 0.966 -1.533  -0.007
C: -2.422 1.318 -0.545  -0.269
C: -1.692 2.500 -0.632  -0.022
C: -1.846 3.322 -1.731  0.022
N: -2.133 0.480 0.568  -0.023
C: -3.004 -0.221 1.177  -0.008
C: -2.565 -1.012 2.328  -0.233
C: -3.430 -1.842 3.005  0.042
C: -2.956 -2.558 4.102  0.022
C: -1.634 -2.410 4.470  0.017
C: -0.822 -1.559 3.733  -0.081
N: -1.265 -0.861 2.686  -0.005
H: -4.645 3.616 -4.160  0.120
H: -4.169 1.511 -3.419  0.136
H: -3.870 0.029 -1.489  0.124
H: -1.045 2.825 0.181  0.096
H: -1.271 4.232 -1.836  0.141
H: -4.055 -0.218 0.898  0.162
H: -4.459 -1.927 2.683  0.139
H: -3.615 -3.216 4.652  0.138
H: -1.218 -2.942 5.313  0.134
H: 0.221 -1.443 3.989  0.108
O: 0.146 3.511 3.733  0.247
N: 0.002 2.733 2.873  -0.490
O: 0.978 2.344 2.079  -0.158
O: -1.076 2.105 2.613  -0.095

Its spin multiplicity is 1. For the energy relative to the best compared isomer or geometry (same formula, charge and spin), the calculation gives 0.0 kcal per mole. The charge is +2.

The following is a DFT calculation (the ωB97M-V functional and the def2-TZVPD basis) of 4 unconnected molecules or ions with the total composition C28H56O6.

Each line ends with the Löwdin charge.
Cartesian coordinates (Å):
C: 4.379 -1.175 1.444  -0.073
C: 3.329 -0.138 1.072  -0.263
O: 2.746 -0.372 -0.200  -0.127
C: 1.752 -1.367 -0.238  -0.181
C: 0.586 -0.903 -1.107  -0.117
O: 0.272 0.482 -0.914  -0.007
C: 0.118 0.907 0.332  -0.136
C: -0.359 0.329 1.446  -0.144
O: -0.760 -0.938 1.584  -0.029
C: -1.865 -1.222 2.477  -0.197
C: -2.689 -2.306 1.818  -0.052
C: -0.240 1.310 2.552  -0.371
O: -0.466 1.159 3.708  0.175
O: 0.250 2.491 2.039  0.156
C: 0.503 2.298 0.683  -0.353
O: 0.951 3.145 0.003  0.216
H: 3.927 -2.110 1.789  0.071
H: 5.023 -0.799 2.244  0.076
H: 5.002 -1.388 0.571  0.082
H: 2.536 -0.108 1.837  0.097
H: 3.770 0.861 1.013  0.130
H: 2.140 -2.290 -0.694  0.136
H: 1.411 -1.620 0.775  0.120
H: -0.294 -1.521 -0.893  0.126
H: 0.825 -0.978 -2.169  0.127
H: -2.447 -0.306 2.611  0.130
H: -1.464 -1.516 3.451  0.123
H: -2.042 -3.095 1.429  0.085
H: -3.268 -1.870 0.998  0.064
H: -3.398 -2.731 2.533  0.084
C: -2.277 0.367 -2.516  -0.096
C: -3.530 0.030 -1.714  -0.248
C: -4.198 -1.275 -2.141  -0.231
C: -4.684 -1.300 -3.592  -0.227
C: -5.662 -0.185 -3.958  -0.269
C: -6.949 -0.211 -3.141  -0.112
H: -2.504 0.515 -3.574  0.066
H: -1.806 1.282 -2.153  0.075
H: -1.539 -0.435 -2.443  0.059
H: -4.242 0.857 -1.783  0.104
H: -3.263 -0.048 -0.655  0.089
H: -5.036 -1.484 -1.471  0.100
H: -3.488 -2.098 -2.000  0.108
H: -5.162 -2.267 -3.780  0.110
H: -3.824 -1.254 -4.266  0.102
H: -5.907 -0.273 -5.019  0.105
H: -5.177 0.789 -3.842  0.098
H: -7.464 -1.167 -3.257  0.075
H: -7.634 0.577 -3.459  0.069
H: -6.756 -0.065 -2.077  0.064
C: 2.898 -1.012 4.679  -0.107
C: 1.712 -0.686 5.582  -0.260
C: 1.921 0.567 6.430  -0.223
C: 3.099 0.496 7.404  -0.228
C: 3.049 -0.674 8.386  -0.272
C: 1.825 -0.655 9.294  -0.113
H: 3.801 -1.228 5.253  0.071
H: 2.693 -1.883 4.053  0.069
H: 3.122 -0.169 4.019  0.064
H: 1.495 -1.544 6.225  0.101
H: 0.824 -0.533 4.966  0.079
H: 1.000 0.779 6.980  0.105
H: 2.069 1.422 5.763  0.110
H: 3.136 1.432 7.970  0.109
H: 4.037 0.449 6.843  0.100
H: 3.953 -0.652 9.000  0.103
H: 3.082 -1.620 7.838  0.096
H: 1.781 0.274 9.867  0.075
H: 1.846 -1.484 10.003  0.068
H: 0.898 -0.735 8.723  0.064
C: 1.628 1.218 -8.076  -0.113
C: 2.328 1.562 -6.765  -0.270
C: 1.920 0.661 -5.601  -0.228
C: 0.433 0.711 -5.244  -0.226
C: -0.100 2.103 -4.905  -0.262
C: 0.595 2.741 -3.707  -0.096
H: 0.547 1.344 -8.000  0.064
H: 1.975 1.859 -8.888  0.068
H: 1.823 0.182 -8.361  0.074
H: 2.134 2.607 -6.511  0.098
H: 3.410 1.482 -6.903  0.104
H: 2.514 0.925 -4.722  0.102
H: 2.185 -0.374 -5.844  0.109
H: 0.262 0.054 -4.384  0.090
H: -0.157 0.291 -6.064  0.103
H: -1.170 2.018 -4.697  0.086
H: -0.015 2.759 -5.777  0.100
H: 0.507 2.109 -2.822  0.052
H: 0.153 3.709 -3.467  0.076
H: 1.658 2.905 -3.892  0.071

Its spin multiplicity is 1. The SMILES is CCOCCOC1=C(OCC)C(=O)OC1=O.CCCCCC.CCCCCC.CCCCCC. For the energy relative to the best compared isomer or geometry (same formula, charge and spin), the calculation gives 0.0 kcal per mole.

The following is a DFT calculation (the ωB97M-V functional and the def2-TZVPD basis) of a molecular structure, C40H39Cl2N7O2PdS.

Each line ends with the Löwdin charge.
Cartesian coordinates (Å):
Pd: 0.486 -0.553 -0.663  0.396
N: -0.998 3.805 9.226  0.159
C: -0.715 3.193 8.295  -0.182
C: -0.361 2.430 7.128  -0.231
C: 0.759 1.604 7.145  -0.015
C: 1.102 0.878 6.019  0.004
C: 0.318 0.966 4.874  -0.172
C: -0.810 1.779 4.859  -0.004
C: -1.143 2.516 5.979  -0.010
N: 0.663 0.229 3.722  -0.016
C: 1.336 -0.981 3.676  -0.042
C: 1.453 -1.291 2.361  -0.120
N: 0.882 -0.300 1.593  0.016
C: 0.416 0.586 2.428  -0.108
H: 1.368 1.543 8.037  0.124
H: 1.993 0.266 6.024  0.115
H: -1.436 1.819 3.978  0.094
H: -2.021 3.149 5.972  0.126
H: 1.634 -1.504 4.566  0.115
H: 1.927 -2.146 1.911  0.097
H: -0.057 1.517 2.151  0.116
N: 0.493 -2.391 -1.932  -0.366
S: -0.087 -3.248 -0.708  0.972
C: -1.875 -2.992 -0.535  -0.352
C: -2.814 -4.011 -0.641  -0.072
C: -4.163 -3.715 -0.491  -0.078
C: -4.574 -2.415 -0.236  -0.080
C: -3.630 -1.403 -0.124  -0.070
C: -2.283 -1.690 -0.269  -0.102
C: -0.130 -4.985 -1.183  -0.428
C: -0.286 -5.379 -2.504  -0.080
C: -0.284 -6.728 -2.818  -0.072
C: -0.125 -7.678 -1.815  -0.081
C: 0.044 -7.278 -0.499  -0.077
C: 0.050 -5.925 -0.181  -0.096
H: -0.105 -2.488 -2.752  0.000
H: -2.515 -5.030 -0.840  0.101
H: -4.893 -4.509 -0.577  0.105
H: -5.628 -2.192 -0.123  0.104
H: -3.938 -0.384 0.079  0.073
H: -1.522 -0.901 -0.183  0.051
H: -0.402 -4.637 -3.285  0.107
H: -0.405 -7.043 -3.847  0.106
H: -0.122 -8.731 -2.064  0.104
H: 0.180 -8.014 0.283  0.105
H: 0.193 -5.600 0.843  0.111
N: 3.892 0.226 -2.279  -0.085
C: 4.574 1.073 -1.296  -0.201
C: 4.123 0.700 0.109  -0.219
N: 4.336 -0.715 0.417  -0.060
C: 3.670 -1.531 -0.595  -0.245
C: 4.100 -1.202 -2.014  -0.199
H: 4.240 0.443 -3.206  0.119
H: 2.163 0.714 -2.663  0.062
H: 4.325 2.116 -1.504  0.118
H: 5.669 0.965 -1.365  0.112
H: 3.055 0.911 0.207  0.089
H: 4.657 1.310 0.842  0.113
H: 5.333 -0.911 0.416  0.098
H: 2.595 -1.323 -0.501  0.046
H: 3.830 -2.592 -0.391  0.116
H: 3.506 -1.782 -2.723  0.112
H: 5.160 -1.477 -2.141  0.112
Cl: 0.231 4.923 -1.615  0.770
C: -0.728 4.274 -0.324  -0.566
C: -0.193 4.364 0.949  -0.113
C: -0.907 3.945 2.058  -0.119
C: -2.171 3.409 1.873  -0.142
C: -2.680 3.286 0.596  -0.562
Cl: -4.270 2.583 0.415  0.712
C: -1.997 3.714 -0.558  -0.289
N: -2.620 3.601 -1.779  0.064
C: -2.016 3.543 -3.076  -0.252
C: -2.251 4.596 -3.952  -0.045
C: -1.721 4.577 -5.228  -0.085
C: -0.948 3.494 -5.630  -0.077
C: -0.730 2.438 -4.764  -0.027
C: -1.267 2.435 -3.477  -0.151
C: -1.031 1.250 -2.567  -0.059
C: 0.403 1.187 -2.065  -0.624
O: 1.264 0.840 -3.063  0.021
O: 0.784 1.780 -1.043  -0.031
H: 0.795 4.791 1.051  0.107
H: -0.487 4.050 3.050  0.101
H: -2.784 3.089 2.706  0.095
H: -3.556 3.236 -1.731  0.080
H: -2.836 5.436 -3.602  0.115
H: -1.899 5.405 -5.902  0.101
H: -0.521 3.471 -6.625  0.102
H: -0.129 1.594 -5.076  0.114
H: -1.253 0.333 -3.112  0.123
H: -1.684 1.293 -1.698  0.105

Its spin multiplicity is 1. For the energy relative to the best compared isomer or geometry (same formula, charge and spin), the calculation gives 1.9 kcal per mole.

The following is a DFT calculation (the ωB97M-V functional and the def2-TZVPD basis) of a molecular structure, C32H62ClF3NbO11S4 in a non-equilibrium geometry.

Each line ends with the Löwdin charge.
Cartesian coordinates (Å):
C: 1.142 3.902 4.555  0.014
C: 0.703 2.704 4.819  -0.104
C: 0.390 1.113 4.973  -0.200
C: -1.118 0.728 4.516  -0.350
C: -1.159 -0.445 3.365  -0.395
Nb: -2.852 -1.901 3.854  1.514
Cl: -4.328 0.095 4.196  -0.029
C: -1.381 -3.655 3.656  -0.363
C: -0.520 -3.635 2.292  -0.261
C: 0.639 -4.802 2.358  -0.224
O: 1.937 -4.135 2.283  -0.253
C: 2.754 -4.656 1.204  -0.142
C: -3.368 -2.097 1.645  -0.346
C: -4.597 -1.190 1.129  -0.331
O: -4.222 0.138 0.665  -0.186
C: -5.239 0.731 -0.166  -0.101
C: -6.147 1.748 0.741  -0.305
F: -6.859 2.642 -0.152  0.018
F: -7.117 1.054 1.549  0.036
F: -5.227 2.491 1.574  0.036
O: -4.313 -3.260 4.486  -0.500
C: -5.552 -3.164 3.746  -0.348
C: -6.654 -4.129 4.501  -0.243
C: -6.174 -4.615 5.964  -0.152
H: 1.365 5.009 4.353  0.040
H: 0.491 0.881 6.110  0.110
H: 1.214 0.500 4.453  0.082
H: -1.642 1.690 4.171  0.090
H: -1.641 0.314 5.465  0.030
H: -1.304 0.094 2.344  0.052
H: -0.118 -0.961 3.437  0.030
H: -2.353 -1.736 5.622  -0.101
H: -0.688 -3.782 4.564  0.043
H: -2.030 -4.624 3.616  0.057
H: 0.046 -2.660 2.086  0.083
H: -1.151 -3.862 1.359  0.087
H: 0.574 -5.347 3.372  0.115
H: 0.462 -5.588 1.541  0.111
H: 3.307 -5.607 1.533  0.089
H: 3.518 -3.817 0.946  0.093
H: 2.167 -4.875 0.241  0.089
H: -2.458 -1.819 0.972  0.058
H: -3.629 -3.200 1.443  0.046
H: -5.466 -1.077 1.868  0.068
H: -5.042 -1.743 0.200  0.117
H: -4.770 1.310 -1.061  0.112
H: -5.983 -0.010 -0.630  0.140
H: -6.032 -2.120 3.734  0.072
H: -5.452 -3.627 2.681  0.106
H: -6.907 -5.041 3.830  0.094
H: -7.637 -3.519 4.607  0.096
H: -7.062 -5.158 6.478  0.067
H: -5.278 -5.333 5.789  0.078
H: -5.857 -3.673 6.565  0.085
C: -5.909 2.522 -5.941  -0.227
C: -4.484 2.344 -6.467  -0.213
C: -3.595 1.999 -5.272  -0.224
S: -4.649 1.182 -4.082  0.682
O: -4.749 2.019 -2.906  -0.325
O: -4.288 -0.216 -4.006  -0.322
C: -6.160 1.338 -5.016  -0.233
H: -6.640 2.560 -6.752  0.113
H: -5.980 3.459 -5.378  0.121
H: -4.463 1.522 -7.191  0.119
H: -4.126 3.240 -6.979  0.117
H: -2.783 1.328 -5.555  0.081
H: -3.188 2.897 -4.803  0.109
H: -7.002 1.490 -4.341  0.110
H: -6.297 0.416 -5.586  0.108
C: 1.623 -0.499 -4.873  -0.219
C: 2.621 0.646 -4.694  -0.216
C: 1.987 1.906 -5.284  -0.221
S: 0.219 1.694 -5.131  0.659
O: -0.353 1.600 -6.457  -0.335
O: -0.286 2.613 -4.136  -0.323
C: 0.277 0.057 -4.425  -0.225
H: 1.907 -1.379 -4.293  0.119
H: 1.577 -0.789 -5.928  0.117
H: 2.814 0.796 -3.627  0.080
H: 3.579 0.426 -5.173  0.116
H: 2.291 2.802 -4.741  0.105
H: 2.225 2.015 -6.344  0.103
H: -0.570 -0.532 -4.779  0.110
H: 0.237 0.160 -3.339  0.117
C: 3.511 1.223 2.238  -0.209
C: 2.689 2.454 1.853  -0.220
C: 3.266 3.000 0.546  -0.216
S: 3.985 1.602 -0.306  0.700
O: 5.418 1.792 -0.382  -0.334
O: 3.184 1.293 -1.471  -0.333
C: 3.640 0.399 0.964  -0.222
H: 3.035 0.652 3.038  0.105
H: 4.502 1.533 2.586  0.123
H: 1.645 2.162 1.701  0.125
H: 2.706 3.212 2.638  0.082
H: 2.492 3.447 -0.080  0.107
H: 4.060 3.727 0.731  0.106
H: 4.443 -0.337 1.008  0.110
H: 2.695 -0.090 0.714  0.114
C: 8.484 2.517 -2.044  -0.222
C: 9.915 2.343 -2.557  -0.226
C: 10.794 1.998 -1.354  -0.233
S: 9.727 1.175 -0.176  0.669
O: 9.614 2.007 1.000  -0.323
O: 10.091 -0.223 -0.100  -0.335
C: 8.226 1.330 -1.126  -0.242
H: 7.761 2.554 -2.863  0.118
H: 8.404 3.452 -1.479  0.123
H: 9.944 1.524 -3.283  0.116
H: 10.275 3.243 -3.063  0.112
H: 11.610 1.330 -1.632  0.101
H: 11.193 2.896 -0.879  0.103
H: 7.377 1.479 -0.460  0.062
H: 8.098 0.409 -1.700  0.115

Its spin multiplicity is 1. The charge is -1.

Q: Which HOMO-LUMO gap values were calculated for the entries above? A: 0.267 0.333 0.244 0.245, in Ha.
Q: Which DFT total energy values were calculated for the entries above? A: -2429.4725 -1551.8877 -3527.8426 -4493.3118, in Eh.